Record 1
Here is a structure of composition H4NP3 from OMol25. Energies are from ωB97M-V with the def2-TZVPD basis set.

Geometry (Å):
N: 1.690 0.181 0.829
P: 2.620 0.067 -0.414
P: -1.336 0.394 -0.249
P: 0.222 -1.204 0.289
H: 3.804 0.830 0.072
H: -0.435 1.307 -0.680
H: -1.497 1.209 0.864
H: -0.343 -1.091 1.615

Its total energy is -1081.10191 hartree. The calculation puts the relative energy (zero: lowest compared OMol25 entry of this formula, charge and spin) at 132.4 kJ/mol. The calculation puts the gap between HOMO and LUMO at 8.62 eV. Its multiplicity is 1. For the molar mass, the calculation gives 110.961 g/mol. The total charge is 0. Its LUMO energy is -0.39 eV.

Here are the Mulliken charges for atoms 1 to 2, given in e: -0.318 0.089



Record 2
Here is a structure of composition Ca2H12NO9 from OMol25. Energies are from ωB97M-V with the def2-TZVPD basis set.

Geometry (Å):
Ca: -0.527 -3.045 -1.015
Ca: -1.805 2.269 -3.245
N: -0.395 0.391 -0.305
O: -0.125 1.280 0.473
O: -0.202 -0.809 0.005
O: -0.757 0.774 -1.496
O: 1.799 -2.915 -0.307
H: 2.492 -3.558 -0.529
H: 2.261 -2.065 -0.261
O: 0.756 -1.856 -2.695
H: 1.208 -2.018 -3.539
H: 0.974 -0.942 -2.464
O: 0.253 -0.043 3.058
H: 0.059 0.083 2.122
H: 0.245 -0.996 3.199
O: -2.637 -1.979 -0.724
H: -3.385 -2.209 -0.144
H: -2.964 -1.253 -1.264
O: 1.942 3.128 1.063
H: 1.225 2.602 0.700
H: 2.744 2.798 0.640
O: -0.678 3.569 2.277
H: -1.009 2.754 1.892
H: -1.472 4.041 2.558

Its total energy is -2093.24494 hartree. The calculation puts the relative energy (zero: lowest compared OMol25 entry of this formula, charge and spin) at 192.9 kJ/mol. The calculation puts the gap between HOMO and LUMO at 4.48 eV. Its multiplicity is 1. For the molar mass, the calculation gives 250.250 g/mol. The total charge is +3. Its LUMO energy is -12.87 eV.

Here are the Mulliken charges for atoms 1 to 2, given in e: 1.612 1.892



Record 3
Here is a structure of composition C20H17BrN7O8P2Pd from OMol25. Energies are from ωB97M-V with the def2-TZVPD basis set.

Geometry (Å):
Pd: 0.639 -0.784 2.684
N: -1.536 -3.373 1.943
C: -2.133 -2.867 3.239
C: -3.340 -3.722 3.593
P: -0.828 -3.014 4.546
O: -0.469 -4.597 4.358
O: -1.388 -2.772 5.881
O: 0.394 -2.318 3.994
P: -2.625 -1.115 2.916
O: -3.516 -1.345 1.565
O: -3.470 -0.570 3.987
O: -1.364 -0.456 2.408
H: -1.039 -4.252 2.102
H: -0.872 -2.699 1.474
H: -2.280 -3.521 1.262
H: -3.058 -4.769 3.724
H: -4.108 -3.656 2.818
H: -3.759 -3.354 4.527
H: -0.755 -5.074 5.145
H: -4.432 -1.122 1.766
Br: 0.060 6.958 -8.073
C: -0.039 5.488 -6.873
C: -0.724 4.347 -7.250
C: -0.786 3.280 -6.366
C: -0.178 3.350 -5.118
C: 0.511 4.509 -4.760
C: 0.581 5.578 -5.636
N: -0.306 2.198 -4.299
N: 0.160 2.344 -3.145
C: 0.081 1.258 -2.294
C: -0.435 0.013 -2.650
C: -0.453 -1.041 -1.771
C: 0.038 -0.950 -0.443
O: 0.104 -1.962 0.306
C: 0.515 0.381 -0.035
N: 0.954 0.576 1.243
C: 1.507 1.710 1.606
C: 1.635 2.788 0.722
C: 1.151 2.659 -0.545
C: 0.576 1.439 -0.968
H: -1.200 4.291 -8.219
H: -1.313 2.372 -6.631
H: 0.992 4.560 -3.794
H: 1.116 6.477 -5.363
H: -0.809 -0.112 -3.658
H: -0.823 -2.011 -2.078
H: 1.856 1.772 2.628
H: 2.097 3.703 1.065
H: 1.208 3.473 -1.254
O: 2.617 -0.911 2.866
N: 3.113 -2.085 2.675
C: 4.411 -2.147 2.781
C: 5.041 -3.416 2.582
N: 5.575 -4.424 2.436
C: 5.224 -1.000 3.076
N: 5.881 -0.085 3.306

Its total energy is -5142.42817 hartree. The calculation puts the relative energy (zero: lowest compared OMol25 entry of this formula, charge and spin) at 0.0 kJ/mol. The calculation puts the gap between HOMO and LUMO at 6.60 eV. Its multiplicity is 1. For the molar mass, the calculation gives 731.669 g/mol. The total charge is -1. Its LUMO energy is 1.49 eV.

Here are the Mulliken charges for atoms 1 to 2, given in e: 0.961 -0.085



Record 4
Here is the molecule CH4N2O3 from OMol25. Energies are from ωB97M-V with the def2-TZVPD basis set.

Geometry (Å):
C: 0.179 -0.281 -0.311
N: 1.070 -0.284 0.598
N: 2.312 -0.132 0.109
O: -2.679 1.018 0.454
O: -1.074 -0.715 0.107
O: -2.270 -0.095 -0.327
H: 0.311 -0.154 -1.356
H: 2.617 -0.052 -0.826
H: 3.112 -0.291 0.759
H: -3.578 0.987 0.792

Its total energy is -375.46871 hartree. The calculation puts the relative energy (zero: lowest compared OMol25 entry of this formula, charge and spin) at 521.3 kJ/mol. The calculation puts the gap between HOMO and LUMO at 9.65 eV. Its multiplicity is 1. For the molar mass, the calculation gives 92.054 g/mol. The total charge is 0. Its LUMO energy is 0.94 eV.

Here are the Mulliken charges for atoms 1 to 2, given in e: 0.022 -0.231



Record 5
Here is a structure of composition C13H12O5PSn from OMol25. Energies are from ωB97M-V with the def2-TZVPD basis set.

Geometry (Å):
O: -0.003 -0.259 -5.829
C: -0.283 -0.304 -4.716
Sn: -0.290 -0.388 -2.183
O: 2.688 -0.232 -4.011
C: 2.017 -0.293 -3.105
C: -2.874 -0.201 -1.623
O: -3.758 -0.199 -0.852
C: -0.621 -2.848 -2.453
O: -0.852 -3.964 -2.319
C: -0.626 2.123 -2.203
O: -1.019 3.204 -2.277
H: -2.827 -0.055 -2.770
C: 1.829 -1.360 0.200
P: 0.129 -0.725 0.228
C: -0.828 -2.048 0.988
C: 0.220 0.572 1.486
C: 0.156 0.222 2.845
C: 0.296 1.216 3.806
C: 0.454 2.543 3.425
C: 0.456 2.893 2.073
C: 0.321 1.910 1.091
H: 1.919 -2.256 -0.433
H: 2.025 -1.625 1.250
H: 2.539 -0.570 -0.097
H: -0.271 -2.265 1.917
H: -1.833 -1.642 1.212
H: -0.854 -2.947 0.344
H: 0.093 -0.821 3.167
H: 0.316 0.925 4.850
H: 0.503 3.316 4.187
H: 0.582 3.921 1.774
H: 0.397 2.158 0.026

Its total energy is -1433.97370 hartree. The calculation puts the relative energy (zero: lowest compared OMol25 entry of this formula, charge and spin) at 53.7 kJ/mol. The calculation puts the gap between HOMO and LUMO (alpha / beta) at 5.80 / 5.81 eV. Its multiplicity is 1. For the molar mass, the calculation gives 397.919 g/mol. The total charge is +1. Its LUMO energy (alpha / beta) is -4.06 / -4.06 eV.

Here are the Mulliken charges for atoms 1 to 2, given in e: -0.141 0.149



Record 6
Here is a structure of composition C22H27CaO6Te from OMol25. Energies are from ωB97M-V with the def2-TZVPD basis set.

Geometry (Å):
Ca: 0.862 0.270 -0.429
C: 0.119 3.936 0.428
C: 1.204 2.986 -0.018
O: 1.402 1.963 0.643
C: 2.012 3.299 -1.189
C: 2.371 4.623 -1.478
C: 3.304 4.918 -2.444
C: 3.896 3.868 -3.164
C: 3.516 2.567 -2.953
C: 2.525 2.222 -1.989
O: 2.107 1.018 -1.871
H: -0.535 3.399 1.112
H: -0.451 4.289 -0.430
H: 0.547 4.801 0.940
H: 1.945 5.428 -0.888
H: 3.595 5.943 -2.631
H: 4.659 4.094 -3.900
H: 3.953 1.750 -3.514
C: -4.557 -1.603 3.828
C: -3.532 -1.543 2.729
C: -2.425 -0.799 2.833
C: -1.416 -0.676 1.762
C: 0.003 -0.535 2.302
C: -1.626 -1.620 0.527
C: -2.863 -2.452 0.547
C: -3.107 -3.354 -0.628
C: -3.747 -2.365 1.547
C: -0.370 -2.357 0.053
O: -0.291 -3.566 0.260
O: 0.560 -1.660 -0.498
H: -4.188 -1.121 4.734
H: -4.809 -2.640 4.060
H: -5.479 -1.097 3.526
H: -2.211 -0.261 3.754
H: 0.010 0.101 3.187
H: 0.688 -0.100 1.582
H: 0.388 -1.522 2.571
H: -2.378 -4.163 -0.639
H: -2.995 -2.791 -1.558
H: -4.114 -3.772 -0.588
H: -4.656 -2.958 1.506
C: -3.416 1.531 0.749
O: -3.166 0.233 0.276
C: -1.799 -0.104 0.386
O: -1.004 0.704 -0.305
H: -4.490 1.696 0.659
H: -2.879 2.280 0.158
H: -3.121 1.628 1.803
C: 2.958 -3.902 -1.269
Te: 3.036 -1.809 -1.747
C: 5.041 -1.995 -2.583
H: 3.700 -4.168 -0.519
H: 3.114 -4.501 -2.165
H: 1.958 -4.076 -0.873
H: 5.059 -2.720 -3.396
H: 5.759 -2.295 -1.821
H: 5.335 -1.021 -2.976

Its total energy is -2251.67691 hartree. The calculation puts the relative energy (zero: lowest compared OMol25 entry of this formula, charge and spin) at 283.2 kJ/mol. The calculation puts the gap between HOMO and LUMO at 6.76 eV. Its multiplicity is 1. For the molar mass, the calculation gives 555.130 g/mol. The total charge is -1. Its LUMO energy is 2.47 eV.

Here are the Mulliken charges for atoms 1 to 2, given in e: 1.227 -1.528